9 unconnected molecules or ions with the total composition C66H147N9O9 in a non-equilibrium geometry, computed with ωB97M-V/def2-TZVPD.

The geometry in XYZ format:
```
231
Properties=species:S:1:pos:R:3:forces:R:3
C -2.85473 1.46205 -4.03704 -0.6 0.0 1.2
C -4.02637 0.47549 -4.05595 -0.2 -0.3 0.2
C -5.34659 1.22461 -4.12475 0.8 1.2 -0.2
C -6.52516 0.33949 -4.42257 0.1 -0.5 0.1
C -6.27211 -0.35117 -5.77870 0.1 1.3 -0.9
C -4.93605 -1.06977 -5.90492 -0.2 -1.7 -0.2
N -3.86743 -0.31504 -5.30109 -0.2 1.1 0.9
O -2.82178 -1.19885 -5.05136 0.9 -1.2 -0.1
C -5.17204 -2.47623 -5.29809 0.4 -0.2 -0.4
C -4.52526 -1.27692 -7.37639 -0.5 -0.2 -0.5
C -3.94836 -0.38482 -2.72293 0.5 1.3 -1.0
H -2.82529 2.14616 -4.87439 0.0 -0.2 -0.5
H -1.91075 0.90744 -3.90575 -0.2 0.5 0.0
H -3.06871 2.10544 -3.16722 0.6 -0.2 0.0
H -5.38922 1.80210 -3.20891 -0.5 -0.2 0.6
H -5.26552 2.05259 -4.85306 0.0 -0.5 -0.3
H -7.43606 0.93428 -4.40979 -0.1 -0.1 -0.3
H -6.64464 -0.38618 -3.59827 0.0 0.0 -0.4
H -6.22483 0.40810 -6.59051 -0.5 0.0 0.6
H -7.04720 -1.06161 -6.05945 -0.1 0.1 0.1
H -4.26447 -3.10718 -5.28987 -0.5 0.3 -0.2
H -5.48270 -2.35096 -4.26990 -0.4 -0.3 0.3
H -5.96138 -2.96464 -5.91695 0.6 0.2 0.7
H -4.53240 -0.34429 -7.93741 0.4 0.3 0.2
H -3.56324 -1.80468 -7.52652 -0.4 0.4 0.4
H -5.27212 -1.87174 -7.90642 -0.1 -0.3 0.2
H -3.03873 -0.97393 -2.82934 -0.3 -0.3 0.4
H -4.84296 -0.96994 -2.61485 -0.2 -0.5 0.2
H -3.84828 0.27672 -1.83836 -0.1 -0.2 -0.5
H -2.05648 -0.72792 -5.35449 0.7 0.2 -0.4
C 4.83931 -2.81606 -4.75161 -0.3 0.3 1.0
C 4.10384 -1.45281 -4.76049 -0.6 -0.2 0.3
C 2.75469 -1.55738 -3.97864 0.3 -0.4 -0.3
C 2.08298 -0.20401 -3.76163 1.4 0.2 0.3
C 3.10871 0.77897 -3.08509 0.8 -1.7 0.0
C 4.58719 0.81003 -3.71265 -0.5 1.2 0.4
N 5.00841 -0.55957 -3.98949 0.2 -0.4 -1.1
O 6.18654 -0.42815 -4.83170 0.2 0.2 0.2
C 4.59513 1.81015 -4.91386 -0.6 -0.9 0.1
C 5.61970 1.34822 -2.65062 -2.2 0.3 -0.5
C 3.79843 -1.08869 -6.23247 -0.5 -0.8 1.0
H 5.04244 -3.08560 -3.70596 -0.2 0.0 -0.1
H 5.83236 -2.72743 -5.20287 -0.5 -0.3 -0.5
H 4.20591 -3.60323 -5.17146 0.3 0.1 -0.3
H 2.09810 -2.25975 -4.54462 0.4 0.4 0.3
H 2.95540 -2.02129 -3.01690 0.1 -0.1 0.2
H 1.12732 -0.28216 -3.22987 0.4 0.1 0.2
H 1.82697 0.16726 -4.72185 -0.3 0.6 -1.1
H 3.29882 0.40120 -2.08050 -0.3 0.0 0.3
H 2.67156 1.76314 -3.00663 0.3 0.3 -0.1
H 4.66484 1.29368 -5.87571 0.5 0.3 0.2
H 3.60788 2.25340 -4.91266 -0.2 0.5 -0.2
H 5.33761 2.59668 -4.78234 0.1 -0.2 -0.3
H 5.58145 0.68840 -1.79448 0.6 -0.3 0.1
H 6.56496 1.53876 -3.12795 0.5 -0.5 0.1
H 5.26398 2.32043 -2.30016 -0.1 0.1 0.0
H 3.05412 -0.30873 -6.35844 0.3 0.4 0.0
H 3.31074 -1.98240 -6.62147 0.1 -0.1 -0.3
H 4.72509 -0.93122 -6.74389 0.3 0.4 -0.6
H 6.83338 -1.09264 -4.54532 -0.5 0.3 0.3
C 1.57422 0.46080 5.24982 0.5 0.0 0.6
C 2.79893 1.07044 4.54550 0.4 -0.8 0.3
C 4.04137 0.47336 5.23161 0.1 1.3 1.1
C 5.31076 0.67971 4.43539 -0.3 0.1 -0.8
C 5.17610 0.13734 2.99523 0.7 0.0 0.9
C 3.97577 0.77077 2.32652 -0.2 -1.1 -0.8
N 2.81567 0.49543 3.19149 0.5 0.8 0.2
O 1.75154 1.14989 2.56937 -1.3 0.0 -0.9
C 4.15954 2.24471 1.98638 0.6 0.1 -0.5
C 3.74006 0.00026 0.98293 -0.8 0.6 -0.2
C 2.77497 2.61901 4.67540 0.2 -0.4 0.2
H 1.70693 0.57043 6.34239 -0.2 0.1 -0.4
H 1.52502 -0.61098 5.04849 0.0 0.0 -0.1
H 0.64626 0.91735 4.94488 -0.3 0.3 -0.1
H 4.15625 0.99720 6.21605 -0.1 -0.5 -0.6
H 3.89619 -0.57894 5.46116 -0.2 -0.2 -0.2
H 6.14729 0.30809 5.00965 0.4 -0.3 -0.2
H 5.48846 1.74369 4.28558 0.1 0.2 0.4
H 5.11953 -0.95687 2.95078 -0.2 0.1 0.2
H 6.06987 0.40787 2.43735 0.2 0.0 -0.2
H 4.51535 2.84912 2.79873 -0.1 0.2 0.5
H 4.96151 2.37783 1.24797 -0.3 -0.3 -0.3
H 3.22727 2.65540 1.59516 0.2 0.0 0.0
H 3.15969 0.61001 0.26551 0.3 0.0 0.3
H 4.69476 -0.21099 0.51414 0.2 -0.1 -0.1
H 3.15633 -0.93185 1.06008 0.4 0.2 0.5
H 2.44406 2.78215 5.68458 0.0 0.3 0.7
H 2.05626 3.18607 4.07392 0.3 -0.5 -0.3
H 3.78130 3.04136 4.57846 -0.4 0.0 0.0
H 1.20164 0.40242 2.34303 -0.9 0.0 -0.3
C -2.31236 3.04754 4.98767 -0.8 -0.4 -0.5
C -3.48893 3.85093 4.34316 -0.5 -0.9 -1.2
C -4.71008 2.92545 3.97162 -1.0 0.2 -1.2
C -5.72453 2.62467 5.11402 1.3 0.4 -0.1
C -6.08178 3.95099 5.78308 -0.3 0.8 0.0
C -4.86265 4.79000 6.28311 0.0 -0.3 -1.2
N -4.00063 4.98548 5.07405 -0.3 0.3 1.2
O -2.85550 5.73076 5.48543 0.3 0.2 0.2
C -5.32784 6.23260 6.67619 0.2 -1.4 1.1
C -4.27831 4.03834 7.50402 -1.6 -0.6 -0.9
C -3.00511 4.43367 2.97707 -1.0 -0.3 0.1
H -2.45887 2.80036 6.04565 0.3 0.6 -0.1
H -1.35432 3.53816 4.74440 -0.4 -0.4 0.5
H -2.36567 2.04307 4.53468 0.5 0.4 -0.2
H -5.24277 3.38086 3.07077 0.5 -0.2 1.3
H -4.31675 1.99921 3.54262 0.1 -0.1 0.2
H -5.15080 2.02445 5.82589 -0.2 -0.1 0.2
H -6.61752 1.99802 4.88180 0.7 0.7 -0.4
H -6.65775 3.72917 6.67758 -0.4 0.2 0.1
H -6.68469 4.61187 5.11138 0.3 -0.6 0.4
H -5.75610 6.70528 5.82329 -0.3 0.4 -0.7
H -6.11077 6.12619 7.44536 0.2 0.2 -0.2
H -4.52401 6.85933 7.09024 -0.2 -0.4 -0.2
H -4.30908 2.93761 7.41811 0.2 0.4 -0.5
H -3.27134 4.31785 7.68571 0.7 0.6 0.9
H -5.07795 4.20162 8.23580 0.9 0.4 0.7
H -3.78149 5.12031 2.58592 0.3 -0.3 0.3
H -2.94566 3.63027 2.22686 0.6 0.2 0.2
H -2.09309 5.00208 3.10470 0.4 -0.2 -0.2
H -2.90936 6.53746 4.96706 0.0 0.1 0.0
C 1.30590 5.29328 1.30647 0.0 1.3 -1.1
C 1.40228 5.69815 -0.20072 1.6 -0.8 0.1
C 2.89297 5.63080 -0.67543 0.0 0.7 -0.1
C 3.04954 5.59289 -2.20540 -0.3 0.1 -0.6
C 2.16403 4.45329 -2.75653 0.0 0.6 0.5
C 0.69494 4.57785 -2.36679 0.7 0.6 0.1
N 0.64701 4.65580 -0.89643 -0.9 0.3 -0.8
O -0.75523 4.89336 -0.59907 0.6 -1.7 0.8
C 0.01219 5.79152 -3.00906 1.0 0.2 0.4
C -0.01786 3.32863 -2.87888 0.4 0.5 0.0
C 0.93815 7.12428 -0.37660 -1.4 -0.1 1.1
H 0.28908 5.48123 1.66266 0.0 -0.5 -0.1
H 1.91774 5.99921 1.87700 0.4 -0.5 0.1
H 1.61507 4.25337 1.35761 0.0 0.0 0.5
H 3.31598 6.59272 -0.34487 0.2 -0.4 0.2
H 3.46726 4.82627 -0.20369 -0.3 -0.1 0.0
H 4.08791 5.46282 -2.53397 0.0 -0.4 0.4
H 2.83947 6.58723 -2.63300 -0.5 -0.3 0.1
H 2.53460 3.57523 -2.21841 0.0 -0.3 -0.5
H 2.12938 4.30097 -3.84334 0.7 0.1 0.2
H 0.03210 5.70687 -4.08923 -0.2 0.0 -0.2
H -0.97803 5.82397 -2.59333 -0.6 0.2 -0.3
H 0.52982 6.71947 -2.72638 -0.3 -0.4 -0.3
H -1.04825 3.40399 -2.56639 -0.4 -0.2 -0.3
H 0.10926 3.38500 -3.97765 -0.4 -0.4 0.5
H 0.41331 2.40056 -2.49096 0.0 0.1 -0.1
H 1.30920 7.68093 -1.23131 -0.1 -0.1 0.0
H 1.21266 7.63806 0.53629 0.4 0.4 0.1
H -0.15832 7.06916 -0.28270 0.2 0.5 -0.7
H -0.88567 3.97892 -0.22891 -0.8 0.7 0.1
C 2.80988 -4.75848 -1.81053 0.8 0.1 0.5
C 2.56286 -4.92439 -0.30013 -0.9 -1.1 -0.1
C 3.35193 -3.94085 0.52124 0.6 1.3 0.5
C 2.84338 -3.76484 1.95986 -1.2 -1.9 -0.2
C 1.32753 -3.47563 2.04339 -0.1 0.1 -0.8
C 0.50586 -4.48009 1.15356 -0.3 -0.2 0.7
N 1.13127 -4.66407 -0.11917 0.4 -0.1 -1.8
O 0.44252 -5.75275 -0.80513 0.0 0.7 -0.1
C 0.37787 -5.83352 1.89420 -0.5 0.9 0.5
C -0.86018 -3.84167 0.79508 0.2 -0.1 1.2
C 2.95679 -6.38236 0.10558 0.7 1.4 0.2
H 2.52410 -5.65454 -2.34723 -0.1 -0.1 -0.1
H 3.88554 -4.63275 -1.89987 0.3 0.0 -0.4
H 2.33248 -3.88817 -2.27365 -0.1 -0.1 0.4
H 4.38494 -4.31917 0.59978 -0.2 0.4 -0.3
H 3.35056 -2.97041 0.00341 0.2 -0.1 0.1
H 3.42135 -3.13313 2.60808 0.3 0.7 -0.1
H 2.97266 -4.77096 2.40397 0.0 0.3 0.1
H 1.08771 -2.43624 1.70897 0.2 -0.6 0.3
H 0.98694 -3.61795 3.08260 0.0 0.3 -0.3
H 0.11629 -6.61799 1.20301 -0.3 -0.2 0.0
H 1.29077 -6.11012 2.39085 0.5 0.0 0.1
H -0.33377 -5.72179 2.71123 -0.4 -0.2 -0.1
H -1.55369 -4.43308 0.20967 0.2 -0.5 -0.1
H -1.36295 -3.63242 1.73234 -0.3 0.2 0.3
H -0.69900 -2.91173 0.27023 0.2 0.3 -0.1
H 2.80296 -6.51281 1.17853 -0.4 -0.4 -0.3
H 4.05365 -6.43975 0.01184 -0.3 -0.4 -0.5
H 2.40476 -7.04849 -0.54635 0.2 -0.5 0.3
H -0.04903 -5.31614 -1.52049 0.2 0.0 0.4
C -1.84644 -4.63584 -3.20967 0.5 -1.1 0.3
C -0.52474 -3.99023 -3.65476 -2.1 -0.3 0.4
C -0.49460 -3.94769 -5.17660 0.8 0.3 -0.4
O -0.59314 -5.17269 -5.87943 0.3 0.0 0.2
C 0.48907 -6.06322 -5.63123 -0.5 0.0 0.6
N -0.53186 -2.65725 -3.09981 0.5 -0.4 0.4
H -1.96550 -4.60976 -2.10334 -0.1 0.3 -0.8
H -1.91437 -5.68914 -3.52475 0.2 0.2 0.1
H -2.65538 -4.15621 -3.74393 -0.4 0.4 0.2
H 0.29288 -4.47955 -3.17852 0.9 -0.7 -0.2
H 0.42896 -3.41719 -5.47432 0.0 -0.2 -0.1
H -1.31493 -3.29094 -5.50434 0.0 -0.4 0.0
H 0.36061 -6.62515 -4.70982 -0.2 0.1 0.5
H 1.45600 -5.57515 -5.56917 0.2 0.4 -0.2
H 0.50372 -6.82978 -6.38022 0.0 -0.1 -0.8
H -1.30775 -2.17888 -3.50130 -0.5 0.9 -0.3
H 0.34556 -2.22887 -3.33151 0.1 0.7 -0.1
C -2.48400 -3.27825 5.96244 -1.8 -0.4 0.2
C -2.37770 -4.32186 4.85505 0.1 0.9 0.0
C -1.32499 -5.26455 5.31007 1.7 -0.9 0.5
O -0.00686 -4.65637 5.33033 -1.3 0.0 -1.1
C 0.98971 -5.57827 5.63946 0.6 0.4 0.9
N -3.63525 -5.06724 4.70236 0.4 0.1 -0.2
H -2.76133 -3.80763 6.89279 0.3 0.1 -0.3
H -3.36195 -2.62547 5.79053 0.8 0.2 -0.1
H -1.54717 -2.77766 6.13305 0.2 0.5 -0.1
H -2.02556 -3.84438 3.91611 -0.2 -0.1 0.3
H -1.28837 -6.16789 4.69636 0.0 -0.1 -0.2
H -1.52379 -5.57672 6.33857 -0.3 -0.2 0.0
H 1.09975 -6.45800 5.03277 -0.5 -0.4 -0.8
H 0.85427 -5.91532 6.65801 0.0 -0.3 0.6
H 1.94188 -5.06554 5.58857 0.2 0.3 0.0
H -3.49177 -5.82038 4.02668 -0.2 0.3 0.2
H -4.37673 -4.45887 4.35644 0.3 -0.2 0.1
C 0.35493 -0.13995 -0.43869 -0.1 0.3 0.2
C -0.74084 0.84606 -0.09702 -0.4 0.5 -0.2
C -1.60403 0.13651 0.94952 -0.4 2.1 -0.2
O -0.74992 -0.23800 2.00142 -0.4 -0.9 0.6
C -1.44944 -0.68233 3.17310 0.7 0.1 -0.4
N -0.38146 2.21233 0.37220 0.1 -0.9 1.5
H 1.00099 0.21701 -1.21402 0.5 0.3 -0.4
H -0.13845 -1.03798 -0.80018 0.2 -0.3 -0.1
H 0.93499 -0.35317 0.45322 0.2 -0.2 -0.2
H -1.32698 1.06033 -0.99665 -0.3 -0.5 0.0
H -2.13983 -0.68550 0.45244 0.0 -0.1 0.5
H -2.27941 0.93056 1.36404 -0.2 -0.8 -0.4
H -2.11356 0.09791 3.52552 -0.1 0.4 0.2
H -0.65254 -0.88801 3.90211 -0.6 -0.1 -0.1
H -2.08913 -1.55251 2.99282 0.3 -0.2 -0.2
H 0.50818 2.51354 0.01117 0.4 0.1 -0.5
H -0.18842 2.15308 1.38810 -0.2 0.1 -0.6
```
Positions in Å, forces in eV/Å.

## Properties
Relative energy (zero: lowest compared OMol25 entry of this formula, charge and spin) in kJ/mol: 0.00
HOMO-LUMO gap in eV: 8.785
Largest force on an atom in eV/Å: 2.3
E in eV: -102655.8651